A structure of composition C35H33CuN6P2S4, computed with the ωB97M-V functional and the def2-TZVPD basis.

The geometry in XYZ format:
```
81
Properties=species:S:1:pos:R:3
Cu -0.23 0.11 0.08
S 0.54 -0.85 -2.48
P 2.16 -0.52 -1.36
C 1.75 0.21 0.08
P 1.93 0.46 1.69
S 0.26 -0.21 2.60
C 3.46 -0.24 2.41
C 4.67 0.10 1.81
C 5.85 -0.48 2.25
C 5.83 -1.39 3.29
C 4.63 -1.72 3.90
C 3.44 -1.15 3.45
C 2.13 2.23 2.09
C 2.24 2.65 3.41
C 2.37 3.99 3.71
C 2.36 4.93 2.68
C 2.23 4.52 1.36
C 2.12 3.16 1.06
C 3.35 0.53 -2.29
C 4.72 0.46 -2.07
C 5.58 1.38 -2.66
C 5.07 2.39 -3.46
C 3.70 2.47 -3.68
C 2.84 1.55 -3.09
C 3.10 -2.09 -1.21
C 3.69 -2.68 -2.32
C 4.35 -3.89 -2.20
C 4.43 -4.52 -0.96
C 3.84 -3.94 0.15
C 3.17 -2.73 0.02
H 4.68 0.81 0.98
H 6.79 -0.22 1.77
H 6.75 -1.85 3.63
H 4.61 -2.44 4.71
H 2.49 -1.41 3.90
H 2.22 1.91 4.21
H 2.46 4.31 4.74
H 2.44 5.98 2.91
H 2.19 5.25 0.56
H 2.00 2.82 0.04
H 5.12 -0.33 -1.44
H 6.64 1.31 -2.49
H 5.73 3.11 -3.92
H 3.29 3.27 -4.29
H 1.77 1.62 -3.24
H 3.62 -2.19 -3.28
H 4.81 -4.34 -3.07
H 4.95 -5.46 -0.87
H 3.89 -4.43 1.11
H 2.69 -2.27 0.88
C -4.63 -3.32 1.83
C -4.80 -1.84 2.18
C -4.02 -1.00 1.22
N -2.77 -0.78 1.32
N -2.25 -0.08 0.27
C -3.14 0.22 -0.64
N -2.85 0.80 -1.83
S -4.73 -0.32 -0.23
H -5.18 -3.95 2.53
H -3.58 -3.59 1.85
H -5.01 -3.52 0.82
H -4.41 -1.65 3.18
H -5.85 -1.56 2.16
H -1.94 1.27 -1.84
H -3.60 1.29 -2.28
S -0.88 4.84 -1.21
C -0.61 3.25 -1.00
N -0.46 2.09 -0.90
N -2.23 -2.62 -1.66
C -1.57 -3.38 -0.72
C -1.76 -4.77 -0.67
C -1.10 -5.50 0.29
C -0.28 -4.83 1.20
C -0.18 -3.46 1.08
N -0.80 -2.73 0.15
H -2.51 -3.13 -2.49
H -1.74 -1.77 -1.89
H -2.40 -5.25 -1.40
H -1.22 -6.57 0.34
H 0.26 -5.35 1.98
H 0.42 -2.88 1.78
```

Results
Gap between HOMO and LUMO (alpha / beta), Ha: 0.2384 / 0.2410
Largest force on an atom, eV/A: 0.6
Spin multiplicity: 2
Total charge: -1

Here are the Mulliken charges for atoms 1 to 5, given in e: -1.5534 -0.6694 1.9089 0.1996 1.5213